111
Properties=species:S:1:pos:R:3:forces:R:3:mulliken_charge:R:1 method="wB97M-V/def2-TZVPD" energy_ev=-113570.3150 relative_energy_kj_mol=65.89 charge=+1 multiplicity=5 fmax_ev_per_a=0.8
Rh -0.304 0.121 0.755 -0.07 -0.78 -0.16 1.8429
C -4.514 1.423 -2.597 -0.07 -0.05 0.02 -1.2969
C -4.150 2.550 -1.627 0.14 -0.03 -0.03 1.1683
C -4.695 2.218 -0.245 -0.08 0.00 0.02 -1.9056
C -4.790 3.870 -2.083 0.11 0.00 0.00 -1.6816
N -2.658 2.726 -1.661 -0.31 0.25 -0.08 0.5990
C -2.065 3.193 -2.834 -0.22 -0.21 0.16 -0.4620
C -0.795 3.492 -2.545 0.22 -0.08 0.14 -1.3668
N -0.585 3.220 -1.206 0.10 0.42 0.05 0.3520
B 0.745 3.727 -0.567 0.08 -0.07 -0.03 0.6787
N 1.981 2.947 -1.072 -0.18 -0.02 0.14 0.1648
C 3.204 3.579 -0.958 -0.24 0.04 0.01 -1.5073
C 4.156 2.678 -1.213 0.01 -0.26 -0.12 -0.2859
N 3.524 1.470 -1.489 0.20 -0.18 -0.01 0.6104
C 2.172 1.642 -1.399 0.16 0.22 0.05 -0.2601
S 0.911 0.494 -1.692 -0.01 0.36 0.16 0.0323
C 4.392 0.270 -1.744 -0.03 0.16 0.09 1.6168
C 3.614 -1.026 -1.829 -0.07 -0.17 0.03 -2.3472
C 5.139 0.494 -3.057 -0.01 0.08 -0.05 -1.7557
C 5.369 0.157 -0.568 0.03 -0.03 0.04 -1.6427
N 0.722 3.838 0.986 0.06 0.14 -0.24 0.0736
C 0.304 5.024 1.559 -0.03 -0.17 -0.16 -1.1700
C 0.343 4.875 2.891 0.03 -0.24 0.12 -0.4802
N 0.782 3.581 3.149 -0.03 0.08 0.36 0.7589
C 1.033 2.964 1.967 -0.16 0.09 0.05 -0.1242
S 1.663 1.376 1.726 0.12 0.08 -0.13 -0.6076
C 0.962 3.122 4.575 -0.02 0.00 -0.13 1.2472
C -0.277 3.555 5.368 -0.01 0.01 -0.09 -1.6606
C 2.221 3.793 5.118 0.02 0.03 -0.02 -1.6229
C 1.085 1.608 4.715 0.02 -0.04 0.07 -1.9151
C -1.721 2.756 -0.666 0.05 -0.31 -0.23 0.2689
S -1.850 2.114 0.939 0.12 0.17 -0.24 -0.4845
H -5.583 1.464 -2.815 0.02 -0.02 0.03 0.4421
H -4.303 0.440 -2.163 0.06 0.06 -0.07 0.2066
H -3.974 1.503 -3.540 -0.04 0.00 0.02 0.3606
H -5.777 2.113 -0.354 0.01 0.00 0.01 0.5467
H -4.496 3.012 0.476 -0.01 -0.07 -0.04 0.4531
H -4.292 1.291 0.161 -0.09 0.15 -0.01 0.2014
H -5.861 3.842 -1.879 0.03 -0.01 -0.03 0.4551
H -4.659 4.047 -3.151 0.03 0.00 0.03 0.4197
H -4.357 4.711 -1.538 -0.04 -0.04 0.00 0.3649
H -2.597 3.260 -3.766 -0.01 0.01 0.07 0.6118
H 0.000 3.847 -3.180 -0.05 0.04 0.08 0.6441
H 0.870 4.867 -0.954 0.04 -0.09 0.00 -0.2253
H 3.281 4.623 -0.704 -0.04 -0.07 -0.01 0.6242
H 5.224 2.791 -1.235 -0.04 -0.04 -0.02 0.5741
H 2.910 -1.009 -2.653 -0.04 -0.05 -0.08 0.4589
H 3.061 -1.223 -0.911 -0.01 -0.02 -0.02 0.3248
H 4.336 -1.832 -1.987 -0.02 0.02 0.02 0.7235
H 4.433 0.558 -3.888 0.04 -0.01 0.03 0.3705
H 5.816 -0.342 -3.240 -0.03 0.03 0.01 0.4328
H 5.730 1.411 -3.036 -0.01 -0.05 -0.01 0.4177
H 4.822 0.175 0.378 0.03 -0.01 -0.04 0.2298
H 6.111 0.956 -0.557 -0.03 -0.02 0.01 0.4427
H 5.905 -0.790 -0.642 -0.01 0.06 0.00 0.4814
H 0.011 5.870 0.961 0.05 -0.08 0.02 0.6285
H 0.104 5.577 3.666 0.02 -0.05 0.02 0.5481
H -0.357 4.635 5.485 0.01 0.01 -0.03 0.4167
H -0.215 3.128 6.369 0.00 0.01 -0.01 0.4738
H -1.186 3.184 4.890 0.04 0.00 0.02 0.3288
H 2.156 4.881 5.047 0.00 -0.03 0.01 0.3611
H 3.099 3.460 4.561 -0.03 0.01 0.02 0.3364
H 2.356 3.527 6.168 0.00 0.01 -0.04 0.4372
H 0.249 1.090 4.244 0.07 0.07 0.07 0.2688
H 1.068 1.390 5.785 -0.01 0.00 -0.01 0.5884
H 2.009 1.221 4.297 -0.06 0.04 0.07 0.3996
N -2.686 -0.818 0.247 0.09 -0.04 -0.04 0.3057
N -3.552 -0.935 1.325 0.20 -0.05 0.09 -0.5607
C -3.096 -0.906 2.600 -0.18 0.11 -0.03 0.8214
N -4.029 -1.240 3.515 0.13 0.02 0.08 -0.4953
S -1.540 -0.514 3.082 -0.06 0.07 -0.03 -0.4626
H -3.081 -0.219 -0.464 0.04 0.05 -0.02 -0.2032
H -2.419 -1.721 -0.121 -0.07 -0.11 -0.06 -0.0075
H -4.452 -1.360 1.160 -0.08 -0.04 -0.01 0.2235
H -5.003 -1.329 3.277 -0.01 0.01 -0.01 0.1885
H -3.790 -1.111 4.482 -0.01 -0.01 0.01 0.2551
N 0.092 -1.759 0.323 0.29 0.54 -0.08 -0.4834
P 0.128 -3.134 -0.485 -0.15 -0.06 0.17 0.8902
C -0.455 -3.021 -2.188 -0.12 0.02 -0.03 0.4331
C 0.416 -2.778 -3.245 -0.02 0.10 -0.01 0.3601
C -0.080 -2.589 -4.528 0.00 0.01 0.00 -0.8680
C -1.446 -2.632 -4.760 0.00 0.00 0.00 -0.6971
C -2.325 -2.876 -3.711 0.06 -0.01 0.05 -0.9432
C -1.831 -3.074 -2.431 0.06 -0.02 -0.09 -0.6141
C -1.007 -4.272 0.333 -0.06 -0.10 0.09 0.2437
C -1.318 -5.511 -0.228 -0.05 0.01 0.06 -0.4786
C -2.167 -6.375 0.444 0.00 0.01 -0.02 -0.7144
C -2.703 -6.008 1.676 0.00 -0.01 -0.03 -0.5566
C -2.387 -4.781 2.239 0.02 0.00 -0.05 -0.7177
C -1.536 -3.909 1.570 0.02 -0.04 0.00 -0.5428
C 1.738 -3.945 -0.471 0.12 0.12 0.04 1.0989
C 2.577 -3.644 0.601 0.02 0.04 -0.04 -0.5874
C 3.804 -4.280 0.722 0.01 0.01 -0.02 -0.7318
C 4.199 -5.211 -0.230 -0.03 -0.01 -0.01 -0.5681
C 3.364 -5.517 -1.298 -0.03 0.03 0.03 -0.7253
C 2.131 -4.890 -1.417 -0.03 -0.04 0.00 -0.3764
H 1.480 -2.728 -3.068 0.08 0.02 0.02 0.2555
H 0.605 -2.402 -5.344 -0.01 0.00 0.01 0.4899
H -1.828 -2.483 -5.762 0.01 0.00 0.02 0.4228
H -3.390 -2.929 -3.894 0.01 0.00 0.00 0.4960
H -2.519 -3.312 -1.627 0.01 0.01 -0.01 0.3285
H -0.909 -5.796 -1.192 0.00 0.00 0.04 0.3762
H -2.414 -7.335 0.010 0.01 0.03 0.02 0.4296
H -3.363 -6.689 2.198 0.01 0.00 -0.01 0.4063
H -2.793 -4.504 3.204 0.01 0.01 0.00 0.4802
H -1.263 -2.953 2.009 -0.03 -0.09 -0.03 0.6012
H 2.267 -2.899 1.326 0.01 -0.02 -0.02 0.3495
H 4.454 -4.048 1.557 -0.03 0.00 -0.04 0.4603
H 5.160 -5.702 -0.141 -0.03 0.02 0.00 0.4204
H 3.672 -6.246 -2.037 -0.01 0.02 0.02 0.4523
H 1.482 -5.143 -2.247 0.02 0.03 0.01 0.3600